Below is a molecular structure, C30H22N5PSeTi, with properties calculated with ωB97M-V/def2-TZVPD.

Geometry (Å):
Ti -0.52194 -0.02072 0.61991
Se -2.68267 -7.15645 -0.95210
N -1.60564 -6.01209 -1.75047
C -1.57141 -4.92855 -1.01421
C -0.78625 -3.75679 -1.34235
C 0.04501 -3.66118 -2.46759
C 0.77751 -2.50346 -2.68294
C 0.66205 -1.45091 -1.79747
N -0.14269 -1.51493 -0.71051
C -0.84672 -2.66857 -0.47411
C -1.62103 -2.71379 0.73988
N -1.53418 -1.61235 1.54148
C -2.22065 -1.60353 2.69718
C -3.00856 -2.67201 3.09951
C -3.08751 -3.79585 2.29815
C -2.37635 -3.83110 1.08644
C -2.36191 -4.96416 0.18570
N -3.03442 -6.07025 0.38934
H 0.10818 -4.50356 -3.14800
H 1.43853 -2.41172 -3.53405
H 1.22626 -0.53856 -1.94669
H -2.14396 -0.71839 3.32110
H -3.54209 -2.61674 4.03889
H -3.68088 -4.65550 2.58876
N 0.76455 0.14576 2.28016
C 1.04614 1.56634 2.56176
C 1.10145 2.02689 3.86135
C 1.42701 3.36253 4.08827
C 1.69278 4.22476 3.02848
C 1.61727 3.76718 1.72117
C 1.27509 2.43441 1.47997
P 1.08234 1.76068 -0.15800
C -0.61111 1.90345 -0.72864
C -1.62252 1.98961 0.27397
C -2.95643 1.70924 -0.03776
C -3.30575 1.36906 -1.34650
C -2.32805 1.29453 -2.33692
C -0.98915 1.51825 -2.03100
C 2.30532 1.99233 -1.39603
C 3.53965 1.33550 -1.25564
C 4.54440 1.59774 -2.16568
C 4.32708 2.50894 -3.19947
C 3.10691 3.16641 -3.32901
C 2.08493 2.91846 -2.43115
H 0.38697 -0.29165 3.12536
H 1.64280 -0.35376 2.10257
H 0.93803 1.36124 4.70188
H 1.49242 3.72385 5.10678
H 1.95784 5.25555 3.22440
H 1.81898 4.44011 0.89642
H -1.36879 2.37819 1.26238
H -3.72075 1.80881 0.72396
H -4.34413 1.18667 -1.59715
H -2.61008 1.05320 -3.35486
H -0.23666 1.42032 -2.80463
H 3.71817 0.64257 -0.44070
H 5.50245 1.10462 -2.07018
H 5.12283 2.71402 -3.90413
H 2.95974 3.88635 -4.12326
H 1.14955 3.45902 -2.51402

## Properties
LUMO level (alpha / beta) = -14.32 / -14.31 eV
Energy relative to the best compared isomer or geometry (same formula, charge and spin) = 61.3 kJ/mol
Net charge = +4
Calculated total energy = -5020.9853 Ha
E_HOMO (alpha / beta) = -19.23 / -19.23 eV
HOMO-LUMO gap (alpha / beta) = 4.91 / 4.92 eV